1.
Molecular formula: CH2N2O2S2
Method: DFT, the ωB97M-V functional and the def2-TZVPD basis

The value obtained for the molar mass is 138.2 g/mol. As for the HOMO-LUMO gap: 8.40 eV. As for the energy relative to the best compared isomer or geometry (same formula, charge and spin): 59.29 kcal per mole. Its LUMO energy is 0.206 eV. The HOMO energy is -8.197 eV. For the largest force on an atom, the calculation gives 0.080 hartree/bohr.

ORCA input file:
```
! wB97M-V def2-TZVPD RIJCOSX def2/J DEFGRID3
* xyz 0 1
O -2.3804 0.3596 -0.5120
H 2.3046 1.3911 0.9685
S 0.9696 -1.5040 -0.5313
S -1.3449 -0.3707 0.4701
C 1.1413 0.0009 0.3029
O 0.0698 0.3879 0.9598
N 2.2694 0.5234 0.3627
H -2.4145 0.4799 -1.5282
N -0.6148 -1.2681 -0.4925
*
```

2.
Molecular formula: CH2N2O2Si
Method: DFT, the ωB97M-V functional and the def2-TZVPD basis

The value obtained for the molar mass is 102.1 g/mol. As for the HOMO-LUMO gap: 9.78 eV. As for the energy relative to the best compared isomer or geometry (same formula, charge and spin): 50.69 kcal per mole. Its LUMO energy is -1.371 eV. The HOMO energy is -11.154 eV. For the largest force on an atom, the calculation gives 0.072 hartree/bohr.

ORCA input file:
```
! wB97M-V def2-TZVPD RIJCOSX def2/J DEFGRID3
* xyz 0 1
O -1.1907 -1.8819 -0.2235
O 0.9205 -1.8732 0.3899
N 0.9368 1.7095 -2.1169
N -0.1712 -1.3637 0.2179
Si -0.2088 0.5375 0.4687
H 0.9502 0.7453 2.1174
H -1.7152 0.8851 0.3206
C 0.4784 1.2414 -1.1741
*
```

3.
Molecular formula: CH2N2O3
Method: DFT, the ωB97M-V functional and the def2-TZVPD basis

The value obtained for the molar mass is 90.0 g/mol. As for the HOMO-LUMO gap (alpha / beta): 8.68 / 8.75 eV. As for the energy relative to the best compared isomer or geometry (same formula, charge and spin): 79.89 kcal per mole. Its LUMO energy (alpha / beta) is -1.796 / -1.892 eV. The HOMO energy (alpha / beta) is -10.474 / -10.639 eV. For the largest force on an atom, the calculation gives 0.058 hartree/bohr.

ORCA input file:
```
! wB97M-V def2-TZVPD RIJCOSX def2/J DEFGRID3
* xyz 0 1
C 0.5847 -0.6076 -0.1966
H -0.6165 -1.8570 0.5508
N 0.0923 0.2744 0.8516
O -1.3767 0.8369 -0.2984
H 0.2351 2.0135 -0.1863
N -0.4305 1.4458 0.3657
O 0.1309 -1.8537 -0.0694
O 1.3807 -0.2522 -1.0173
*
```

4.
Molecular formula: CH2N2O3
Method: DFT, the ωB97M-V functional and the def2-TZVPD basis

The value obtained for the molar mass is 90.0 g/mol. As for the HOMO-LUMO gap (alpha / beta): 6.58 / 8.77 eV. As for the energy relative to the best compared isomer or geometry (same formula, charge and spin): 160.35 kcal per mole. Its LUMO energy (alpha / beta) is -0.403 / 0.017 eV. The HOMO energy (alpha / beta) is -6.984 / -8.754 eV. For the largest force on an atom, the calculation gives 0.108 hartree/bohr.

ORCA input file:
```
! wB97M-V def2-TZVPD RIJCOSX def2/J DEFGRID3
* xyz 0 1
O 1.1933 -1.0539 0.7066
H -0.6213 -0.8161 0.4435
O -0.4007 2.1980 0.0693
O 1.5819 -0.9416 -0.6759
N 1.8205 0.0946 0.2408
N -1.1354 -0.0704 -0.0935
H -1.8396 -0.4429 -0.7659
C -0.5986 1.0323 0.0752
*
```

5.
Molecular formula: CH2N2O3
Method: DFT, the ωB97M-V functional and the def2-TZVPD basis

The value obtained for the molar mass is 90.0 g/mol. As for the HOMO-LUMO gap: 10.52 eV. As for the energy relative to the best compared isomer or geometry (same formula, charge and spin): 107.19 kcal per mole. Its LUMO energy is 0.549 eV. The HOMO energy is -9.973 eV. For the largest force on an atom, the calculation gives 0.096 hartree/bohr.

ORCA input file:
```
! wB97M-V def2-TZVPD RIJCOSX def2/J DEFGRID3
* xyz 0 1
O -1.7862 -0.6391 -0.7455
H 1.3059 0.2285 -0.4780
C -0.6866 -0.3166 -0.3948
O 0.4634 1.2496 1.2293
H 0.8815 -0.9920 -1.5989
N 0.5312 -0.3822 -0.8104
O 0.0600 0.1007 1.8425
N -0.7693 0.7510 0.9557
*
```

6.
Molecular formula: CH2N2O3
Method: DFT, the ωB97M-V functional and the def2-TZVPD basis

The value obtained for the molar mass is 90.0 g/mol. As for the HOMO-LUMO gap (alpha / beta): 5.94 / 3.88 eV. As for the energy relative to the best compared isomer or geometry (same formula, charge and spin): 187.16 kcal per mole. Its LUMO energy (alpha / beta) is -1.842 / -2.993 eV. The HOMO energy (alpha / beta) is -7.778 / -6.869 eV. For the largest force on an atom, the calculation gives 0.059 hartree/bohr.

ORCA input file:
```
! wB97M-V def2-TZVPD RIJCOSX def2/J DEFGRID3
* xyz 0 1
H -1.3836 -2.0528 0.5696
O 1.6342 2.0612 0.4167
C -0.5885 -1.4741 0.1086
N -0.5336 -0.1287 0.4171
O 0.0811 2.4936 -1.1766
N 0.7965 1.9501 -0.4090
H -0.3764 -1.8660 -0.8920
O 0.3702 -0.9834 0.9656
*
```

7.
Molecular formula: CH2N2O3
Method: DFT, the ωB97M-V functional and the def2-TZVPD basis

The value obtained for the molar mass is 90.0 g/mol. As for the HOMO-LUMO gap (alpha / beta): 7.23 / 8.94 eV. As for the energy relative to the best compared isomer or geometry (same formula, charge and spin): 196.18 kcal per mole. Its LUMO energy (alpha / beta) is -2.125 / -1.610 eV. The HOMO energy (alpha / beta) is -9.359 / -10.552 eV. For the largest force on an atom, the calculation gives 0.096 hartree/bohr.

ORCA input file:
```
! wB97M-V def2-TZVPD RIJCOSX def2/J DEFGRID3
* xyz 0 1
H -1.9605 0.8167 -0.1125
N 1.2484 0.5736 0.0025
N 0.3845 -0.5731 0.2354
H -2.0616 -0.9163 0.3416
O 0.6809 1.6132 -0.2235
O 2.4122 0.2736 -0.0904
C -1.6769 -0.1577 -0.2153
O 0.9731 -1.6299 0.0623
*
```

8.
Molecular formula: CH2N2O3
Method: DFT, the ωB97M-V functional and the def2-TZVPD basis

The value obtained for the molar mass is 90.0 g/mol. As for the HOMO-LUMO gap: 10.12 eV. As for the energy relative to the best compared isomer or geometry (same formula, charge and spin): 124.31 kcal per mole. Its LUMO energy is -0.045 eV. The HOMO energy is -10.168 eV. For the largest force on an atom, the calculation gives 0.199 hartree/bohr.

ORCA input file:
```
! wB97M-V def2-TZVPD RIJCOSX def2/J DEFGRID3
* xyz 0 1
N 0.2168 1.2799 0.2273
O -0.3640 -1.8138 0.1169
C 0.9598 0.1349 0.3487
N -0.1400 -0.6879 0.6654
O -0.9760 0.4627 0.3120
H 0.0707 1.8049 -0.6056
H 0.0378 -2.0302 -0.7690
O 2.3386 -0.2530 0.1251
*
```

9.
Molecular formula: CH2N2O3Si
Method: DFT, the ωB97M-V functional and the def2-TZVPD basis

The value obtained for the molar mass is 118.1 g/mol. As for the HOMO-LUMO gap (alpha / beta): 5.71 / 5.71 eV. As for the energy relative to the best compared isomer or geometry (same formula, charge and spin): 161.52 kcal per mole. Its LUMO energy (alpha / beta) is -3.712 / -3.712 eV. The HOMO energy (alpha / beta) is -9.419 / -9.420 eV. For the largest force on an atom, the calculation gives 0.089 hartree/bohr.

ORCA input file:
```
! wB97M-V def2-TZVPD RIJCOSX def2/J DEFGRID3
* xyz 0 1
O -1.6536 0.9621 1.7847
O 0.2662 1.9782 1.5343
N 1.7903 0.9313 -2.0608
H -1.2605 -0.8585 -0.6707
Si -0.4618 0.2924 -0.2943
O 0.7415 -2.5659 0.2274
N -0.6650 1.2883 1.1735
H 0.2253 -2.8261 -0.4679
C 1.0175 0.7980 -1.2261
*
```

10.
Molecular formula: CH2N2O4
Method: DFT, the ωB97M-V functional and the def2-TZVPD basis

The value obtained for the molar mass is 106.0 g/mol. As for the HOMO-LUMO gap: 9.38 eV. As for the energy relative to the best compared isomer or geometry (same formula, charge and spin): 75.73 kcal per mole. Its LUMO energy is -0.798 eV. The HOMO energy is -10.182 eV. For the largest force on an atom, the calculation gives 0.105 hartree/bohr.

ORCA input file:
```
! wB97M-V def2-TZVPD RIJCOSX def2/J DEFGRID3
* xyz 0 1
N 0.3525 0.2460 -0.3663
H -0.7789 0.8764 1.1294
O 0.2338 -0.3542 -3.2211
O 0.8067 1.7323 -2.9129
O -1.9219 0.7535 -1.3148
H 0.6657 -0.6860 -0.6326
C -0.7587 0.5838 -1.5731
N 0.1519 0.7415 -2.6972
O -0.3831 -0.0137 0.7455
*
```

11.
Molecular formula: CH2N2O4
Method: DFT, the ωB97M-V functional and the def2-TZVPD basis

The value obtained for the molar mass is 106.0 g/mol. As for the HOMO-LUMO gap: 11.75 eV. As for the energy relative to the best compared isomer or geometry (same formula, charge and spin): 28.81 kcal per mole. Its LUMO energy is 0.415 eV. The HOMO energy is -11.332 eV. For the largest force on an atom, the calculation gives 0.061 hartree/bohr.

ORCA input file:
```
! wB97M-V def2-TZVPD RIJCOSX def2/J DEFGRID3
* xyz 0 1
N -1.6090 -0.0336 -0.3252
O 2.4746 -0.8909 -0.4849
H -1.4092 -1.0445 -0.6496
C -0.4507 0.6711 -0.0328
O -0.1788 1.6509 0.6148
H -2.4548 0.1973 0.3355
N 1.5998 -0.3743 0.0840
O 0.5136 -0.1116 -0.7521
O 1.5145 -0.0643 1.2103
*
```

12.
Molecular formula: CH2N2O4S
Method: DFT, the ωB97M-V functional and the def2-TZVPD basis

The value obtained for the molar mass is 138.1 g/mol. As for the HOMO-LUMO gap: 10.41 eV. As for the energy relative to the best compared isomer or geometry (same formula, charge and spin): 36.19 kcal per mole. Its LUMO energy is 0.073 eV. The HOMO energy is -10.338 eV. For the largest force on an atom, the calculation gives 0.043 hartree/bohr.

ORCA input file:
```
! wB97M-V def2-TZVPD RIJCOSX def2/J DEFGRID3
* xyz 0 1
H 1.7845 -1.0862 0.8109
O 3.0274 1.1267 -2.1748
O 2.0431 -1.0946 -1.6875
C -0.6637 0.7843 -1.6239
S 2.2237 0.2873 -1.3657
O 1.2247 -0.3024 0.6729
O 0.3489 0.8029 -2.2039
H -2.2992 0.5689 -0.4047
N 2.0238 0.6975 0.1181
N -1.7064 0.9636 -1.0997
*
```